[1]
The following is a DFT calculation (the ωB97M-V functional and the def2-TZVPD basis) of 2 unconnected molecules or ions with the total composition C4H13N3O.

Output
SMILES string: [H]/N=C(\N)NCCC.O
Energy above the lowest of the compared OMol25 structures with the same formula, charge and spin, kcal/mol: 12.2
HOMO, eV: -8.88
Spin multiplicity: 1
Frontier orbital gap, eV: 9.799
LUMO energy, eV: 0.92

Each line ends with the Mulliken charge.
CARTESIAN COORDINATES (ANGSTROEM)
H (-1.827038, 0.723376, 2.913052)  0.215
N (-1.027492, 0.377281, 2.392222)  -0.667
C (-1.083138, 0.869065, 1.208431)  0.350
N (-2.078875, 1.792703, 0.826796)  -0.575
N (-0.159503, 0.534474, 0.239216)  -0.185
C (-0.596287, 0.003842, -1.042282)  -0.576
C (0.569633, -0.124043, -2.034696)  -0.397
C (1.705433, -1.001427, -1.533041)  -1.125
H (-1.907139, 2.218282, -0.074897)  0.275
H (-3.009938, 1.403788, 0.857298)  0.249
H (0.586025, 0.007116, 0.680178)  0.340
H (-1.024245, -1.001313, -0.919633)  0.278
H (-1.345086, 0.667070, -1.464316)  0.318
H (0.919318, 0.883951, -2.265580)  0.300
H (0.113044, -0.544771, -2.936206)  0.300
H (1.361397, -2.022022, -1.352832)  0.313
H (2.509526, -1.034839, -2.271398)  0.337
H (2.126080, -0.606920, -0.613097)  0.298
O (1.406440, -1.063128, 2.081337)  -0.703
H (0.668663, -0.722283, 2.622021)  0.351
H (2.093180, -1.360204, 2.687430)  0.304

Cartesian forces, eV/Å:
0.29 0.28 0.34
-0.17 -0.18 -0.42
-0.45 -0.21 -0.10
0.09 -0.21 -0.34
0.34 0.53 0.53
0.55 -0.26 -0.06
-0.65 0.20 0.26
-0.01 0.06 -0.29
0.00 -0.11 0.07
-0.06 0.10 0.18
0.04 -0.14 -0.23
-0.22 0.09 0.05
-0.18 -0.05 -0.07
0.13 -0.03 -0.08
0.27 0.05 -0.10
0.04 0.03 0.06
-0.04 -0.07 0.04
0.08 -0.04 0.14
0.18 -0.16 0.23
-0.12 0.04 -0.12
-0.11 0.08 -0.08

---

[2]
The following is a DFT calculation (the ωB97M-V functional and the def2-TZVPD basis) of a molecular structure, C44H59IrN9O3PSe2.

Output
Charge: +1
HOMO (spin up / spin down), eV: -9.62 / -10.08
Spin multiplicity: 6
Frontier orbital gap (spin up / spin down), eV: 7.678 / 4.955
LUMO energy (spin up / spin down), eV: -1.94 / -5.12

Each line ends with the Mulliken charge.
CARTESIAN COORDINATES (ANGSTROEM)
Ir (0.381600, 1.486500, -0.292900)  0.977
O (-0.436700, -2.570400, 3.737200)  -0.381
C (0.550900, -2.983200, 4.652000)  -1.631
C (1.888400, -2.359700, 4.229000)  2.857
C (2.988800, -2.876200, 5.191600)  -1.251
O (4.176700, -2.142100, 5.127800)  -0.516
C (2.213000, -2.829300, 2.816400)  -2.418
Se (1.003000, -2.045300, 1.483000)  0.539
C (1.783000, -0.829600, 4.358500)  -1.281
Se (2.387300, 0.205200, 2.806300)  0.103
H (-1.277400, -2.985900, 3.947000)  0.269
H (0.638200, -4.078000, 4.660300)  0.466
H (0.304300, -2.652900, 5.668700)  0.509
H (3.160500, -3.943400, 5.000400)  0.412
H (2.627300, -2.769100, 6.219200)  0.475
H (4.684300, -2.378500, 4.342800)  0.343
H (2.116300, -3.914800, 2.745800)  0.797
H (3.224100, -2.535900, 2.522600)  0.531
H (2.384200, -0.482800, 5.199200)  0.414
H (0.746100, -0.530600, 4.523800)  0.455
C (-1.597300, 3.828500, 4.411400)  -0.864
N (-1.126500, 2.855800, 3.460200)  0.726
C (-0.494900, 3.062100, 2.304500)  0.008
N (-0.282200, 1.899300, 1.707300)  -0.093
C (-0.811700, 0.994200, 2.566200)  -1.065
N (-1.327900, 1.548800, 3.629100)  -0.879
C (-3.088700, 3.702100, 4.623600)  1.027
C (-3.596000, 3.633900, 5.914800)  -0.787
C (-4.962500, 3.533800, 6.126100)  -0.783
C (-5.829700, 3.478000, 5.054800)  -0.909
C (-5.326500, 3.520600, 3.754400)  -0.108
C (-3.954400, 3.644300, 3.540300)  -0.320
C (-6.246500, 3.420600, 2.643900)  0.628
N (-7.533800, 3.238300, 2.714900)  -0.430
N (-7.999500, 3.170900, 1.465400)  -0.509
C (-6.988300, 3.316800, 0.662900)  0.712
O (-5.830300, 3.480800, 1.356800)  -0.268
C (-6.964000, 3.231800, -0.778100)  -0.085
C (-8.103000, 2.913100, -1.517400)  -0.905
C (-7.983300, 2.709300, -2.879000)  -0.645
C (-6.750900, 2.800900, -3.512000)  -0.888
C (-5.623300, 3.152600, -2.781600)  0.787
C (-4.237800, 3.234000, -3.385600)  -0.959
N (-3.326700, 2.492700, -2.550300)  0.563
C (-2.265900, 2.923300, -1.864100)  -0.416
N (-1.815200, 1.939400, -1.098100)  -0.075
C (-2.658000, 0.914900, -1.360400)  -0.907
N (-3.576100, 1.222000, -2.234900)  -0.603
C (-5.742400, 3.387800, -1.422500)  -0.012
H (-1.338400, 4.819200, 4.025900)  0.211
H (-1.080200, 3.672400, 5.363300)  0.433
H (-0.196900, 4.023700, 1.937900)  0.462
H (-0.799400, -0.064900, 2.392600)  0.918
H (-2.918900, 3.657500, 6.756200)  0.382
H (-5.343300, 3.494300, 7.135200)  0.411
H (-6.896200, 3.390600, 5.194300)  0.552
H (-3.572400, 3.684800, 2.529100)  0.667
H (-9.050500, 2.815900, -1.012500)  0.542
H (-8.855200, 2.446200, -3.455300)  0.407
H (-6.669800, 2.593000, -4.569300)  0.412
H (-3.890500, 4.270700, -3.419600)  0.283
H (-4.230600, 2.810900, -4.392000)  0.412
H (-1.833200, 3.900800, -1.936400)  0.450
H (-2.572000, -0.036900, -0.882600)  0.867
H (-4.873500, 3.665300, -0.841300)  0.593
N (1.284800, 2.762400, -3.046000)  -0.778
C (1.046000, 2.349500, -1.994700)  0.090
C (2.480800, -6.530700, -1.870400)  -0.746
C (1.247100, -6.337800, -0.997300)  -0.881
C (0.556400, -5.004600, -1.325800)  -0.990
C (1.560300, -3.927700, -1.763200)  0.711
C (2.870500, -4.171100, -1.019300)  -0.454
C (3.526200, -5.453200, -1.551700)  -0.953
P (0.873600, -2.211200, -1.463500)  -0.153
C (-0.742100, -2.079200, -2.420900)  1.074
C (-1.911600, -2.746900, -1.693700)  -1.053
C (-3.266700, -2.386300, -2.334600)  -0.985
C (-3.105300, -2.018100, -3.810800)  -0.401
C (-2.040900, -2.912800, -4.430800)  -0.962
C (-0.654200, -2.550600, -3.878500)  -0.752
C (1.960200, -0.979200, -2.377400)  0.570
C (2.950400, -0.360000, -1.381600)  0.394
C (3.931300, 0.536700, -2.123100)  -0.996
C (4.847600, -0.299200, -3.025000)  -0.955
C (4.178300, -1.609700, -3.454700)  -0.477
C (2.676100, -1.434800, -3.662100)  -1.051
H (2.183800, -6.481800, -2.920000)  0.340
H (2.905700, -7.519700, -1.701400)  0.452
H (1.547200, -6.368000, 0.051900)  0.278
H (0.545500, -7.158700, -1.153500)  0.475
H (0.016500, -4.658200, -0.440300)  0.259
H (-0.165600, -5.170600, -2.125400)  0.234
H (1.760900, -4.015200, -2.835400)  0.729
H (2.653200, -4.271500, 0.046600)  0.008
H (3.560700, -3.336400, -1.132900)  -0.093
H (4.231100, -5.829300, -0.807600)  0.503
H (4.096000, -5.222800, -2.454500)  0.259
H (-0.918600, -0.994800, -2.409800)  -0.091
H (-1.896700, -2.469200, -0.636400)  0.147
H (-1.782100, -3.825000, -1.741100)  0.400
H (-3.767300, -1.572900, -1.806900)  0.294
H (-3.919400, -3.257400, -2.260900)  0.444
H (-2.815000, -0.971500, -3.912300)  0.109
H (-4.058800, -2.148600, -4.321700)  0.474
H (-2.032600, -2.820500, -5.517900)  0.523
H (-2.282300, -3.949800, -4.191400)  0.338
H (-0.217400, -1.749600, -4.477400)  0.361
H (-0.007700, -3.424300, -3.968000)  0.011
H (1.242100, -0.189300, -2.647100)  0.299
H (3.484900, -1.128800, -0.823100)  0.380
H (2.377900, 0.238800, -0.636200)  -0.691
H (4.526500, 1.120600, -1.419300)  0.483
H (3.354500, 1.237400, -2.727300)  0.135
H (5.774100, -0.540000, -2.503000)  0.321
H (5.113700, 0.293400, -3.900300)  0.376
H (4.357200, -2.377500, -2.700800)  -0.122
H (4.631000, -1.967000, -4.381600)  0.538
H (2.254600, -2.364100, -4.045200)  0.472
H (2.522800, -0.673600, -4.430200)  0.491

Cartesian forces, eV/Å:
-0.44 1.15 -0.34
-0.40 0.05 0.10
0.37 -0.15 0.44
-0.20 -0.26 0.07
-0.54 -0.22 -0.01
0.39 0.30 -0.25
0.08 -0.02 -0.20
0.10 0.18 -0.73
0.29 0.26 0.00
-0.11 -0.06 0.24
-0.08 -0.05 0.09
0.05 0.07 0.02
0.03 -0.02 -0.01
-0.03 0.06 0.06
0.03 -0.05 -0.07
-0.04 -0.06 0.13
0.06 0.04 -0.01
-0.05 -0.16 -0.01
-0.08 0.03 -0.05
0.00 0.12 -0.13
-0.36 0.30 0.58
0.55 -0.15 -0.84
0.07 0.02 -0.18
0.19 -0.10 -0.26
-0.12 0.09 0.13
-0.35 -0.55 0.73
-0.02 0.01 0.13
0.10 0.04 -0.22
0.00 0.02 0.04
-0.02 -0.04 -0.13
0.61 0.10 0.14
-0.20 0.02 0.16
-1.02 -0.12 -0.18
1.01 0.16 1.42
-0.24 0.01 -1.72
-0.59 -0.08 0.74
0.02 0.02 0.06
0.43 0.04 -0.49
0.19 0.04 0.12
-0.07 0.00 0.01
0.27 0.12 0.12
-0.07 0.11 -0.02
-0.62 0.14 -0.34
0.79 0.16 0.34
0.24 -0.35 0.27
0.40 0.13 0.19
0.11 0.56 -0.09
-0.74 -0.84 -0.24
-0.24 -0.02 0.01
0.06 -0.15 0.03
0.00 0.07 -0.19
0.02 0.19 -0.11
-0.07 -0.18 0.04
0.06 0.01 0.09
-0.06 -0.01 0.06
-0.07 -0.01 0.05
0.02 -0.02 -0.09
-0.11 -0.06 0.03
-0.13 -0.02 -0.07
0.01 -0.01 -0.09
0.06 -0.17 -0.08
0.06 0.10 0.06
0.05 0.22 -0.12
-0.05 -0.32 0.06
0.06 -0.07 0.03
0.11 0.29 -0.47
-0.26 -0.78 0.85
-0.02 -0.06 0.18
0.01 -0.08 -0.19
-0.02 -0.14 0.01
-0.17 0.47 0.35
0.21 0.08 -0.13
-0.02 0.03 -0.01
0.28 -0.09 -1.41
0.19 0.06 0.66
-0.09 0.10 0.06
0.02 0.05 -0.05
-0.06 -0.21 0.00
-0.03 0.23 -0.05
0.09 -0.08 -0.09
-0.29 0.00 0.67
-0.14 0.52 0.20
0.03 -0.11 0.00
-0.01 -0.05 0.03
0.03 0.10 -0.16
0.11 -0.33 -0.05
0.02 -0.02 -0.05
0.00 -0.04 -0.11
-0.03 0.00 0.07
-0.02 0.03 0.10
-0.14 -0.01 -0.03
-0.11 0.04 0.03
-0.05 0.09 0.01
0.01 0.05 0.07
0.01 0.04 0.11
0.04 0.03 -0.03
0.08 0.03 0.05
0.08 -0.06 0.02
-0.04 -0.07 0.07
0.01 -0.07 0.09
0.02 -0.05 0.03
-0.07 0.01 0.05
-0.04 0.10 -0.05
-0.02 0.12 -0.04
0.02 -0.07 0.02
0.02 -0.11 -0.06
0.07 -0.05 -0.04
0.11 0.01 -0.04
0.10 -0.16 0.12
0.08 -0.14 0.12
0.29 -0.33 -0.22
-0.06 0.06 -0.02
0.03 0.09 0.07
0.09 0.04 -0.01
0.07 -0.04 -0.06
0.03 -0.07 -0.02
-0.01 -0.08 0.04
-0.07 0.05 -0.13
-0.10 0.00 -0.01

---

[3]
The following is a DFT calculation (the ωB97M-V functional and the def2-TZVPD basis) of a molecular structure, C27H49CuGeN5O2Si3.

Output
Energy above the lowest of the compared OMol25 structures with the same formula, charge and spin, kcal/mol: 0.0
Charge: +1
HOMO, eV: -10.60
Spin multiplicity: 1
Frontier orbital gap, eV: 7.877
LUMO energy, eV: -2.72

Each line ends with the Mulliken charge.
CARTESIAN COORDINATES (ANGSTROEM)
Cu (-0.614845, 1.597890, 0.255631)  -0.877
O (2.956234, 1.777330, 1.443037)  -0.626
C (2.205112, 1.112969, 0.721883)  0.056
N (1.525748, 0.009526, 1.227561)  0.306
C (1.386520, 0.128605, 2.597770)  -0.352
O (2.031184, -0.561607, 3.335809)  -0.517
C (0.478595, 1.154090, 3.169705)  0.828
C (0.514116, 1.409937, 4.547629)  -0.822
C (-0.339195, 2.340626, 5.077340)  -0.565
C (-1.270549, 2.942975, 4.191591)  -0.815
C (-1.235246, 2.667905, 2.852770)  -0.155
N (-0.389399, 1.770422, 2.336112)  0.453
C (1.980486, 1.528565, -0.727728)  0.651
C (3.020336, 1.995461, -1.521398)  -0.773
C (2.797459, 2.380390, -2.838483)  -0.621
C (1.491170, 2.238016, -3.347138)  -1.070
C (0.502421, 1.805551, -2.501520)  -0.402
N (0.748243, 1.455595, -1.210790)  0.612
H (1.205171, 0.836765, 5.140152)  0.530
H (-0.460028, 2.506215, 6.130790)  0.443
H (-1.982998, 3.714467, 4.512808)  0.387
H (-1.964997, 3.027344, 2.161657)  0.386
H (4.033003, 2.044962, -1.127578)  0.652
H (3.596415, 2.837124, -3.449927)  0.417
H (1.100571, 2.562690, -4.314190)  0.465
H (-0.517836, 1.661031, -2.800371)  0.691
C (-6.108196, 3.101962, -2.735330)  -1.146
C (-5.695450, 3.235101, -1.260882)  -0.694
N (-4.249967, 3.342096, -1.080901)  0.256
C (-3.649392, 4.483895, -1.757880)  -1.236
C (-3.106699, 4.214411, -3.188251)  -0.454
C (-3.406436, 2.443897, -0.476063)  1.662
C (-3.956427, 1.345612, 0.364559)  -1.997
N (-2.100000, 2.534522, -0.545586)  0.323
H (-7.177137, 2.880994, -2.797064)  0.414
H (-5.524467, 2.226488, -3.133168)  0.327
H (-5.872328, 3.979559, -3.372641)  0.280
H (-6.051660, 2.377172, -0.706655)  0.408
H (-6.147390, 4.128108, -0.733753)  0.331
H (-2.856062, 4.990974, -1.228137)  0.516
H (-4.450658, 5.246127, -1.853103)  0.411
H (-2.257442, 3.484662, -3.192124)  -0.050
H (-2.732903, 5.140787, -3.583268)  0.371
H (-3.960510, 3.825976, -3.805744)  0.261
H (-4.702898, 1.671614, 1.037970)  0.552
H (-3.182902, 0.835342, 0.932840)  0.184
H (-4.502880, 0.534936, -0.225486)  0.389
H (-1.787462, 3.324260, -1.108223)  -0.092
C (-1.460088, -3.064983, 0.870443)  -1.238
Si (-0.450949, -2.458033, -0.511499)  0.408
C (-1.403688, -1.152158, -1.592019)  -0.369
C (0.024215, -4.013654, -1.497981)  -0.999
Ge (1.654625, -1.911382, 0.493882)  0.110
Si (2.050252, -3.330790, 2.442138)  0.570
C (0.795471, -3.213720, 3.817458)  -1.166
C (1.962920, -5.070699, 1.694518)  -1.219
C (3.851509, -3.237406, 2.883169)  -0.852
Si (3.551607, -2.086677, -0.942999)  0.495
C (3.070075, -1.612730, -2.666393)  -0.983
C (4.837091, -0.932973, -0.351970)  -1.185
C (4.146047, -3.835116, -1.051177)  -1.183
H (-2.410046, -3.480789, 0.455840)  0.437
H (-1.784703, -2.310862, 1.569874)  0.337
H (-1.009995, -3.841698, 1.459104)  0.317
H (-2.386576, -1.566470, -1.841869)  0.495
H (-0.940124, -0.893380, -2.554549)  0.332
H (-1.525750, -0.224348, -1.055101)  -0.395
H (-0.861669, -4.624972, -1.676770)  0.477
H (0.862582, -4.549834, -0.995583)  0.174
H (0.507986, -3.802538, -2.495165)  0.274
H (1.012054, -2.531332, 4.629020)  0.386
H (0.846614, -4.207463, 4.225105)  0.397
H (-0.242403, -2.979644, 3.466277)  0.258
H (1.021827, -5.525853, 1.363402)  0.347
H (2.390348, -5.825591, 2.372628)  0.438
H (2.579084, -5.072040, 0.804524)  0.239
H (4.069320, -2.369908, 3.493991)  0.306
H (4.351648, -3.099058, 1.902653)  0.052
H (4.147197, -4.219915, 3.311437)  0.367
H (3.007449, -0.533243, -2.770840)  0.116
H (2.195611, -2.070554, -3.099626)  0.279
H (3.868702, -1.914754, -3.372164)  0.410
H (4.757374, 0.036730, -0.778221)  0.287
H (5.826865, -1.249577, -0.695220)  0.517
H (4.951444, -0.884062, 0.719715)  0.353
H (3.501219, -4.403298, -1.739431)  0.314
H (4.225019, -4.379590, -0.116631)  0.336
H (5.091411, -3.848977, -1.584202)  0.469

Cartesian forces, eV/Å:
0.25 -0.32 0.75
-1.05 -0.43 -1.19
0.87 0.48 0.83
-0.37 0.17 -1.64
1.14 -0.19 0.21
0.07 -0.75 1.05
-1.08 1.01 -0.30
0.32 -0.37 -0.67
-1.78 0.31 -1.10
0.39 0.92 1.08
0.27 -1.04 0.13
0.68 -0.53 0.14
0.35 -0.38 -0.29
0.94 0.21 -0.35
-0.53 0.25 -0.32
-0.20 0.63 -0.02
0.62 -0.75 1.57
-0.23 -0.10 -0.48
0.14 -0.01 0.14
0.37 0.17 0.30
0.31 -0.56 0.17
-0.29 0.59 -0.26
-0.30 0.12 0.14
-0.49 -0.52 0.43
0.88 -0.14 -0.01
-0.34 0.16 -0.22
0.68 -0.60 -0.10
-0.36 0.90 0.72
1.45 -0.19 0.16
-0.57 0.69 -1.41
-0.70 -1.32 0.33
0.15 0.57 -0.39
-0.72 -1.89 -1.21
-1.26 0.63 -0.25
0.17 0.07 -0.06
-0.71 0.73 0.11
-0.31 -0.46 0.61
-0.03 -0.27 0.03
0.27 -0.77 -0.79
0.14 -0.19 0.83
0.39 -0.41 0.09
-0.81 0.45 -0.04
0.07 0.43 -0.35
1.28 0.36 0.30
-0.74 0.69 0.85
0.20 0.16 -0.12
0.86 1.05 0.36
-0.17 -0.23 0.06
-2.08 -0.28 0.03
0.88 0.33 -1.40
0.46 -0.97 0.01
1.25 0.60 -0.92
-0.25 0.62 0.46
-0.44 -0.13 -0.60
-0.67 0.49 -0.35
-0.37 -0.51 -0.02
0.00 -0.23 -0.55
-0.72 -0.11 -0.25
0.84 0.13 -1.01
1.42 -0.48 0.17
-0.34 -0.59 -0.46
0.52 0.10 0.23
-0.03 0.52 0.29
0.44 -0.47 0.10
-0.02 0.06 0.17
0.20 -0.26 0.33
-0.23 0.34 0.29
0.24 -0.29 0.12
-0.95 -0.04 0.08
-0.76 0.09 0.76
0.26 0.26 -0.01
-0.44 -0.62 0.37
0.87 -0.43 0.23
-0.16 0.47 0.18
0.07 0.34 0.01
0.31 -0.09 -0.21
0.26 -0.10 0.29
0.08 -0.20 0.58
0.08 0.83 -0.06
-0.25 0.21 -0.01
-0.59 -0.13 0.19
-0.03 0.11 0.36
-0.40 1.00 -0.09
0.00 -0.31 -0.14
-0.23 0.24 0.45
-0.18 0.08 0.38
0.23 -0.05 0.02
0.47 0.12 0.18